(1)
An isolated molecule of C8H12O2. Source: the OMol25 dataset; level of theory: ωB97M-V/def2-TZVPD.

Values from the calculation:
Orbital gap (spin up / spin down) (eV): 6.80 / 6.80
Relative energy (zero: lowest compared OMol25 entry of this formula, charge and spin) (kcal per mole): 133.2
LUMO energy (spin up / spin down) (hartree): -0.032 / -0.032

Element x y z (Å)
C  2.1147  0.2147  0.2157
C  0.9441  1.1993  -0.0248
C  -0.5057  -0.1540  1.4496
C  -0.0014  1.2134  1.2677
O  1.3013  2.3628  -0.4123
H  -0.3126  -0.7274  2.3498
H  2.7291  0.1802  -0.6845
H  2.7280  0.6017  1.0308
H  1.8014  -0.8040  0.4762
H  -0.8096  1.9066  1.0373
H  0.5335  1.5759  2.1452
C  -0.8045  -2.2102  -0.3465
C  -0.9825  -0.8873  0.2987
C  -0.0942  0.4506  -1.1815
C  -1.2590  0.9639  -1.6072
O  -2.0453  -0.4931  0.9235
H  0.4800  -0.1477  -1.8852
H  -0.9423  -2.9765  0.4236
H  -1.5621  -2.3485  -1.1169
H  0.1880  -2.3105  -0.7776
H  -1.8997  1.5432  -0.9527
H  -1.6013  0.8468  -2.6288

natural (NBO) atomic charge list, values in e, 6 entries: C -0.670; C 0.395; C 0.063; C -0.537; O -0.744; H 0.227


(2)
A cluster of 9 separate species, C9H36N18O9 in total. Source: the OMol25 dataset; level of theory: ωB97M-V/def2-TZVPD.

Values from the calculation:
Orbital gap (eV): 9.69
Relative energy (zero: lowest compared OMol25 entry of this formula, charge and spin) (kcal per mole): 32.8
SMILES: NC(N)=O.NC(N)=O.NC(N)=O.NC(N)=O.NC(N)=O.NC(N)=O.NC(N)=O.NC(N)=O.NC(N)=O
LUMO energy (hartree): 0.020

Element x y z (Å)
C  -0.1780  3.3728  -4.0534
O  0.7049  2.5903  -3.7133
N  -0.2139  3.9224  -5.3396
N  -1.2635  3.7216  -3.2845
H  -1.1533  4.2360  -5.5538
H  0.1997  3.4132  -6.0804
H  -1.1343  3.7369  -2.2868
H  -1.7244  4.5817  -3.5052
C  2.8081  0.2706  4.2240
O  2.8927  0.5625  5.4299
N  2.7776  -0.9705  3.6527
N  2.7714  1.3806  3.3980
H  3.0311  -1.7179  4.2856
H  2.8339  -1.1933  2.6495
H  2.7238  1.3006  2.3778
H  2.9169  2.2753  3.8206
C  -0.1362  -4.6390  -2.7524
O  1.0430  -4.4654  -2.3661
N  -0.4390  -5.7787  -3.4808
N  -1.2302  -3.9638  -2.3156
H  0.3072  -6.2981  -3.9958
H  -1.3650  -6.0184  -3.7553
H  -0.9712  -3.2127  -1.6163
H  -2.0967  -4.0593  -2.7919
C  -0.0196  -0.6556  -0.8685
O  -0.6440  -1.6789  -0.6204
N  -0.1555  0.5326  -0.2864
N  0.7522  -0.7249  -1.8753
H  0.6671  1.1435  -0.1570
H  -0.6462  0.5731  0.6589
H  1.0396  0.1371  -2.2632
H  0.8337  -1.5344  -2.4530
C  2.7021  3.0025  -0.1139
O  2.2077  2.0489  0.5312
N  3.5837  3.9329  0.5120
N  2.5203  3.3461  -1.4971
H  4.0197  4.6724  -0.0671
H  4.3379  3.6224  1.0755
H  2.8281  4.2523  -1.7858
H  1.8769  2.9174  -2.1584
C  2.0679  -3.6468  0.7393
O  2.2041  -3.0694  1.7855
N  2.6767  -3.3510  -0.3897
N  1.1646  -4.6751  0.7510
H  2.5604  -3.7909  -1.2597
H  3.3395  -2.6237  -0.2794
H  0.7305  -4.9791  -0.1496
H  0.5696  -4.8121  1.5463
C  -0.9630  -0.1622  3.3076
O  -1.7471  0.6868  2.8766
N  -0.7058  -0.1926  4.6783
N  -0.5113  -1.1284  2.5140
H  -1.1613  0.4908  5.2601
H  -0.0147  -0.8315  5.0363
H  -0.8294  -1.0162  1.5894
H  0.4145  -1.5485  2.6233
C  -0.9624  3.8040  0.5691
O  -0.7401  4.3181  -0.5167
N  -1.6357  2.6766  0.7500
N  -0.6304  4.4237  1.7250
H  -1.7294  2.0536  -0.0696
H  -1.8600  2.1347  1.5355
H  -0.3706  5.3733  1.6825
H  -0.9265  4.1565  2.6269
C  -4.8654  -1.6490  -0.5117
O  -4.5465  -1.9354  -1.6564
N  -4.0955  -2.0823  0.5325
N  -6.0260  -0.9229  -0.2455
H  -4.1159  -1.6572  1.4504
H  -3.1893  -2.4296  0.0854
H  -6.3637  -0.9588  0.7103
H  -6.7464  -1.2898  -0.8752

Löwdin atomic charge list, values in e, 6 entries: C -0.617; O -0.005; N 0.137; N 0.165; H 0.090; H 0.083


> What is the formula in the second record?

C9H36N18O9